Record 1
The following is a quantum chemistry calculation of a structure of composition C24H38O23S2 at a distorted geometry, from OMol25.

```
87
Properties=species:S:1:pos:R:3:mulliken_charge:R:1
C -6.040 3.678 21.632 -0.380
C -5.036 3.170 20.609 0.305
O -4.026 2.471 21.315 -0.173
S -3.849 3.233 22.797 1.100
O -2.936 4.320 22.669 -0.573
O -3.714 2.168 23.755 -0.543
O -5.313 3.843 22.911 -0.358
H -6.783 2.898 21.797 0.245
H -6.470 4.627 21.367 0.382
H -4.580 4.003 20.044 0.368
H -5.468 2.435 19.932 -0.334
C -9.104 -1.890 18.093 0.837
C -9.038 -2.030 19.617 0.362
O -9.808 -0.879 20.120 -0.428
S -9.315 0.301 19.164 0.891
O -7.962 0.645 19.416 -0.131
O -10.341 1.293 19.149 -0.686
O -9.309 -0.492 17.780 -0.385
H -9.861 -2.423 17.573 0.430
H -8.163 -2.158 17.622 -0.723
H -8.030 -1.882 20.002 -0.335
H -9.485 -2.981 19.969 0.309
C -7.411 -6.177 18.293 -1.915
C -6.340 -5.312 17.827 0.723
C -6.703 -4.461 16.622 -0.972
O -6.428 -3.048 17.029 -0.285
C -6.209 -3.087 18.374 0.046
O -6.040 -2.164 19.093 -0.066
O -6.081 -4.318 18.853 -0.022
H -8.362 -5.689 18.509 0.435
H -7.183 -6.682 19.159 0.479
H -7.450 -6.959 17.504 0.388
H -5.330 -5.830 17.819 0.300
H -7.713 -4.652 16.310 0.388
H -6.044 -4.629 15.705 0.296
C -0.341 -4.151 19.684 -1.473
C -1.427 -3.201 19.334 0.973
C -0.999 -2.274 18.139 -0.263
O -1.552 -2.991 17.004 -0.378
C -2.508 -3.879 17.418 0.684
O -3.121 -4.620 16.732 -0.589
O -2.537 -3.890 18.749 -0.260
H 0.438 -3.505 20.128 0.383
H -0.030 -4.679 18.800 0.352
H -0.704 -4.913 20.356 0.385
H -1.770 -2.610 20.191 -0.305
H 0.092 -2.172 18.093 0.361
H -1.606 -1.340 18.129 0.104
C -5.400 -6.383 22.022 -1.362
C -6.771 -6.430 22.647 0.532
C -7.128 -5.003 22.899 0.354
O -8.386 -4.882 22.185 -0.334
C -8.691 -5.967 21.457 0.703
O -9.548 -5.986 20.589 -0.592
O -7.776 -6.905 21.732 -0.384
H -5.355 -5.845 21.073 0.170
H -4.941 -7.321 21.873 0.487
H -4.715 -5.941 22.720 0.391
H -6.782 -7.057 23.533 0.265
H -6.376 -4.267 22.532 -0.464
H -7.259 -4.796 23.986 0.244
C -4.758 -0.812 14.491 -1.344
C -4.948 0.358 15.455 0.500
C -6.155 0.326 16.384 0.045
O -5.654 0.783 17.628 -0.070
C -4.298 0.656 17.627 0.493
O -3.601 0.790 18.550 -0.450
O -3.845 0.425 16.342 -0.401
H -4.021 -0.645 13.707 0.430
H -5.661 -0.997 13.926 0.395
H -4.452 -1.778 14.935 0.165
H -5.060 1.297 14.990 0.320
H -6.697 -0.680 16.395 -0.341
H -6.885 1.059 16.049 0.371
C -5.959 -0.364 22.457 -1.288
C -5.003 -1.550 22.423 1.459
C -3.450 -1.242 22.509 -0.078
O -2.956 -2.358 23.250 -0.399
C -4.000 -2.971 23.866 0.652
O -3.896 -3.866 24.679 -0.615
O -5.162 -2.481 23.484 -0.417
H -5.491 0.380 21.769 0.074
H -5.979 0.093 23.472 0.410
H -6.969 -0.583 22.209 0.318
H -5.233 -2.129 21.436 -0.486
H -3.227 -0.264 22.959 0.172
H -2.852 -1.220 21.606 0.125
```

Its electronic energy is -94265.7477 eV. As for the energy relative to the best compared isomer or geometry (same formula, charge and spin): 0.000 eV. The LUMO energy comes out at 0.36 eV. The calculation puts the frontier orbital gap at 11.2 eV. The highest occupied orbital energy is -10.9 eV.

---

Record 2
The following is a quantum chemistry calculation of a cluster of 5 separate species, C24H39BrF3N3O10S4 in total, from OMol25.

```
84
Properties=species:S:1:pos:R:3:mulliken_charge:R:1
C 0.160 -3.674 -0.096 -1.228
C 0.100 -3.370 -1.585 -0.025
Br -1.575 -4.119 -2.305 -0.148
C 0.103 -1.856 -1.850 -1.675
C 1.497 -1.312 -2.272 0.099
C 1.691 -0.008 -1.635 -0.058
N 1.710 1.087 -1.290 -0.625
C 1.777 -1.198 -3.792 1.520
C 1.222 -2.393 -4.477 -0.210
N 0.815 -3.368 -4.923 -0.488
O 1.294 -0.023 -4.402 -0.393
N -0.161 0.171 -4.197 0.182
O -0.679 0.268 -5.219 -0.274
C 3.340 -1.182 -4.063 0.606
F 3.663 -0.221 -4.924 -0.260
F 3.756 -2.338 -4.574 -0.268
F 4.021 -0.955 -2.937 -0.265
H 1.077 -3.231 0.305 0.286
H 0.163 -4.750 0.064 0.476
H -0.698 -3.228 0.399 0.225
H 0.889 -3.885 -2.127 0.519
H -0.683 -1.591 -2.550 0.635
H -0.149 -1.359 -0.913 0.628
H 2.230 -2.006 -1.855 0.701
C 2.387 2.393 3.320 -0.062
C 3.663 1.659 2.891 -0.741
C 3.434 0.162 3.131 -0.726
S 1.660 -0.096 2.977 0.931
O 1.141 -0.507 4.259 -0.710
O 1.384 -0.864 1.785 -0.428
C 1.231 1.615 2.699 -0.729
H 2.388 3.431 2.997 0.408
H 2.309 2.381 4.399 -0.193
H 3.850 1.838 1.830 0.329
H 4.533 2.013 3.443 0.334
H 3.939 -0.465 2.401 0.406
H 3.716 -0.139 4.139 0.338
H 0.267 1.819 3.160 0.443
H 1.174 1.766 1.620 0.337
C -0.474 0.394 -8.791 -0.544
C -0.628 0.589 -10.306 -0.698
C -2.065 0.200 -10.674 -0.670
S -3.060 0.518 -9.208 1.172
O -3.569 -0.738 -8.719 -0.650
O -3.945 1.628 -9.449 -0.680
C -1.705 1.035 -8.160 -0.620
H 0.445 0.843 -8.415 0.358
H -0.449 -0.672 -8.552 0.298
H -0.454 1.637 -10.557 0.318
H 0.093 -0.006 -10.865 0.330
H -2.465 0.789 -11.495 0.372
H -2.155 -0.860 -10.901 0.360
H -1.903 0.709 -7.147 0.326
H -1.658 2.123 -8.205 0.371
C 1.347 5.472 8.773 -0.576
C 1.856 4.068 9.122 -0.656
C 1.686 3.195 7.872 -0.665
S 1.796 4.311 6.465 1.268
O 0.529 4.322 5.778 -0.673
O 3.030 4.068 5.761 -0.673
C 1.964 5.816 7.421 -0.746
H 1.621 6.204 9.531 0.352
H 0.258 5.464 8.692 0.290
H 2.912 4.120 9.395 0.302
H 1.320 3.642 9.969 0.329
H 2.465 2.443 7.775 0.361
H 0.707 2.722 7.832 0.408
H 1.460 6.624 6.897 0.402
H 3.029 6.028 7.507 0.334
C -4.902 -4.431 2.702 -0.541
C -4.252 -3.638 3.846 -0.641
C -3.252 -2.661 3.215 -0.586
S -3.880 -2.301 1.569 1.035
O -2.950 -2.821 0.596 -0.516
O -4.326 -0.934 1.501 -0.697
C -5.290 -3.400 1.647 -0.752
H -5.768 -4.997 3.041 0.360
H -4.181 -5.137 2.283 0.278
H -5.021 -3.082 4.386 0.288
H -3.758 -4.293 4.561 0.339
H -3.168 -1.726 3.762 0.385
H -2.266 -3.107 3.095 0.303
H -5.465 -3.819 0.659 0.389
H -6.148 -2.806 1.961 0.354
```

Its electronic energy is -171996.7856 eV. The LUMO energy comes out at -1.03 eV. The calculation puts the frontier orbital gap at 8.6 eV. The highest occupied orbital energy is -9.7 eV.